1.
C41H59Cl3F7N4O24P2S | the ωB97M-V functional and the def2-TZVPD basis

Geometry as XYZ:
```
141
Properties=species:S:1:pos:R:3:forces:R:3
C -0.890882 1.941230 4.887545 0.1 0.6 -1.0
C -1.993272 2.064419 3.734412 1.0 -1.0 0.6
C -2.553895 0.597924 3.486873 0.3 1.2 0.7
C -3.595760 0.478797 2.327013 0.0 -0.9 1.2
C -3.182712 0.111183 0.874544 -2.1 4.3 -2.0
P -4.907335 -0.277738 0.080669 -0.7 -2.6 -1.1
O -4.876143 0.235983 -1.524831 -0.2 0.4 1.9
Cl -6.408859 0.868522 0.949190 1.0 0.4 -0.4
C -2.773003 1.483153 0.140696 1.9 -0.1 1.7
C -1.297127 1.346719 -0.539360 -3.1 -1.1 1.0
C -0.681389 2.771275 -0.191028 1.4 1.0 -1.1
C 0.662774 3.120173 -0.960041 0.3 -0.3 0.2
C -1.657474 3.981081 -0.560606 0.5 0.8 1.0
C -0.904864 5.391527 -0.504659 -0.6 -1.0 -0.6
P -1.152032 1.232832 -2.414562 0.5 0.4 -1.8
C -2.793164 1.774281 -3.200083 0.4 -0.3 0.0
O -1.007987 -0.387398 -2.953624 -0.9 0.6 0.6
C -0.899481 0.096043 0.385722 2.4 2.7 1.4
C 0.561340 -0.468759 0.448628 0.0 -0.5 0.5
Cl 1.526435 -0.448302 -1.065806 -0.7 -0.4 0.2
C 1.450095 0.179276 1.626284 0.8 -1.9 0.0
C 2.238206 -1.016982 2.306559 -0.6 0.4 0.6
Cl 2.730838 1.311397 1.028416 -0.9 0.0 0.8
N -2.061758 -0.855408 0.550046 -1.9 -1.4 -0.5
N -2.010498 -1.756002 1.641548 1.6 0.5 1.9
C -2.407298 -1.753051 -0.609992 -0.6 -1.0 -2.4
C -1.310821 -2.723188 -1.122562 0.5 -0.5 -0.9
S -1.342317 -4.399975 -0.296156 1.0 -0.2 -0.3
C 0.180134 -5.113364 -0.967393 -0.1 0.0 -0.4
N 0.340612 -6.110945 -1.814954 -0.5 1.8 1.4
N 1.686128 -6.209913 -2.021164 1.7 0.7 0.5
C 2.293471 -5.287207 -1.312223 -1.5 -0.4 -0.2
O 1.377027 -4.542604 -0.594104 -0.1 -0.7 -0.7
H 0.104264 2.231576 4.455391 -0.8 -0.2 0.5
H -1.090953 2.665965 5.703485 0.1 -0.8 -0.3
H -0.784817 0.886216 5.221369 -0.3 0.8 0.2
H -1.430722 2.451120 2.847851 -0.9 -0.2 0.5
H -2.794279 2.772925 4.040809 0.5 -0.5 -0.4
H -1.660379 -0.058898 3.433999 -0.8 0.2 -0.3
H -3.072296 0.333330 4.446408 0.4 0.1 -0.9
H -4.110265 1.474066 2.296659 0.4 -0.9 -0.4
H -4.403095 -0.232396 2.665719 0.8 0.4 -0.3
H -5.501046 0.979484 -1.642142 0.4 -0.1 0.0
H -3.554833 2.056014 -0.391437 0.4 -0.7 0.1
H -2.495832 2.081748 1.048237 -0.5 -0.1 -1.0
H -0.447381 2.856982 0.899638 -0.4 -0.4 -0.6
H 1.270549 3.809302 -0.320466 -0.6 -0.4 -0.7
H 1.314559 2.246655 -1.163137 -0.6 0.4 0.2
H 0.452918 3.579630 -1.956621 0.2 -0.3 1.0
H -2.056426 3.901299 -1.595965 0.0 -0.2 0.8
H -2.473101 4.095785 0.199664 0.4 -0.5 -0.9
H -0.426888 5.543208 -1.499811 0.0 0.2 1.0
H -1.681807 6.177765 -0.384117 0.7 -0.5 0.1
H -0.161512 5.398863 0.323924 -0.6 0.3 -0.6
H -3.350560 0.897456 -3.606136 0.2 0.6 0.6
H -2.486828 2.389444 -4.084021 -0.2 -0.3 0.9
H -3.392692 2.388864 -2.498148 0.2 -0.5 -0.6
H -0.798814 -0.327493 -3.900632 0.1 0.0 0.4
H -0.927034 0.639893 1.374900 -0.2 -0.8 -0.7
H 0.482179 -1.548903 0.740855 0.2 0.9 -0.4
H 0.837126 0.627394 2.438049 0.3 0.2 -0.9
H 2.600620 -0.653669 3.300618 0.1 -0.3 -1.0
H 1.540378 -1.865776 2.545042 0.5 0.7 -0.3
H 3.065236 -1.390609 1.662976 -0.6 0.4 0.5
H -1.217644 -2.388022 1.638148 -0.3 -0.1 -0.4
H -2.901065 -2.185626 1.864554 0.1 0.1 -0.5
H -2.787598 -1.202058 -1.511871 0.7 0.1 1.0
H -3.256979 -2.429483 -0.327876 0.6 1.0 0.2
H -0.259126 -2.384244 -1.120817 -0.7 0.2 0.0
H -1.559517 -2.942000 -2.192058 0.2 0.4 0.9
H 3.353191 -5.009804 -1.216574 -0.8 -0.4 -0.2
C 5.498782 -4.591604 2.667271 0.1 -0.5 -0.6
C 4.493363 -4.001712 3.610248 0.1 -0.3 0.6
O 5.182938 -2.900752 4.168430 -0.1 0.1 -0.7
C 6.068973 -2.493711 3.210615 0.6 0.4 -0.1
O 6.625438 -1.445667 3.217853 -0.1 -0.1 0.0
O 6.225122 -3.437009 2.244210 -0.3 0.3 0.4
F 4.184204 -4.868139 4.604778 -0.2 0.1 0.0
H 6.179020 -5.288638 3.159326 -0.1 0.0 0.1
H 5.033963 -5.095757 1.821065 0.2 0.1 -0.1
H 3.576504 -3.653108 3.126665 -0.1 -0.1 0.2
C 9.112108 1.255681 3.399970 -0.7 -0.2 0.4
C 9.533127 1.900711 2.111792 0.3 0.4 0.1
O 10.907018 1.583289 2.031231 -0.5 -0.4 0.0
C 11.055743 0.395173 2.694507 0.6 -0.6 0.2
O 12.008142 -0.303457 2.606735 -0.2 0.2 0.0
O 9.966472 0.116337 3.460779 0.2 0.3 -0.4
F 9.401179 3.252225 2.171335 0.0 0.1 -0.2
H 9.295478 1.893694 4.267662 0.1 0.2 -0.2
H 8.063757 0.960130 3.395923 0.1 -0.3 0.0
H 9.016304 1.520366 1.227515 0.0 0.2 0.0
C 8.042570 -9.608974 1.931490 0.2 -0.7 -0.1
C 7.783910 -8.609522 3.021538 0.6 0.3 0.2
O 7.211165 -7.518859 2.318841 -0.4 -0.5 -0.1
C 6.578438 -8.063452 1.239590 -0.4 0.2 -0.7
O 5.772071 -7.488135 0.580863 0.2 0.0 0.2
O 6.977823 -9.339666 1.018354 -0.1 0.5 0.3
F 8.937851 -8.199229 3.595590 -0.1 0.1 0.1
H 8.999898 -9.445749 1.432330 0.0 0.2 0.2
H 8.003337 -10.636641 2.288389 -0.2 0.0 -0.1
H 7.091423 -8.952630 3.793814 0.1 0.1 0.1
C -6.028371 3.289054 -4.996437 0.4 0.2 -0.7
C -7.417228 3.282399 -4.430352 -0.5 -0.4 -0.4
O -7.207248 2.875313 -3.087210 0.5 0.5 0.1
C -5.960374 3.306426 -2.759695 0.3 0.2 0.2
O -5.549305 3.376167 -1.640324 0.0 -0.4 -0.1
O -5.241655 3.648392 -3.855694 -0.5 -0.1 0.4
F -8.193209 2.365236 -5.047599 -0.1 0.0 0.2
H -5.718267 2.306232 -5.357468 -0.2 0.0 0.1
H -5.906668 4.011896 -5.800936 0.1 0.1 0.2
H -7.915393 4.254157 -4.445674 -0.1 -0.1 0.0
C -9.419318 -1.336143 0.084540 0.3 0.6 -0.3
C -9.199758 -2.697708 0.679673 -0.2 -0.1 0.6
O -10.443356 -3.335990 0.477886 0.4 0.3 -0.5
C -10.978081 -2.769903 -0.646381 -0.8 -0.2 -0.4
O -11.876495 -3.229617 -1.263834 0.2 0.1 0.2
O -10.337005 -1.610306 -0.969495 0.1 -0.4 0.3
F -8.961493 -2.618372 2.012855 0.1 -0.1 0.0
H -9.875128 -0.638748 0.791301 0.0 -0.2 0.2
H -8.500510 -0.895846 -0.300368 -0.1 0.0 -0.2
H -8.407462 -3.277653 0.199425 0.0 0.0 0.2
C 10.718965 6.072196 1.841796 0.1 -0.5 -0.6
C 9.710690 6.674550 2.778547 0.1 -0.2 0.6
O 10.408740 7.770842 3.333739 -0.1 -0.1 -0.7
C 11.303624 8.167859 2.379320 0.6 0.6 -0.1
O 11.868052 9.209274 2.384834 -0.1 -0.2 0.0
O 11.456627 7.216524 1.417390 -0.3 0.2 0.4
F 9.388999 5.813614 3.776354 -0.2 0.1 0.1
H 11.390315 5.371708 2.342874 -0.2 0.0 0.2
H 10.254404 5.568456 0.996018 0.1 0.2 -0.1
H 8.798486 7.029043 2.292272 -0.1 -0.1 0.1
C -8.229206 0.010379 -9.104854 0.1 -0.7 -0.2
C -8.436712 1.050154 -8.040965 0.3 0.4 0.0
O -9.054213 2.107006 -8.742558 -0.2 -0.6 0.1
C -9.745696 1.520783 -9.769054 -0.6 0.2 -0.7
O -10.588216 2.060611 -10.399596 0.2 -0.1 0.1
O -9.343096 0.233848 -9.964579 0.1 0.4 0.4
F -7.247776 1.492608 -7.548095 0.1 0.1 0.1
H -7.302223 0.162038 -9.662774 0.0 0.2 0.2
H -8.237532 -1.003315 -8.706840 -0.2 0.0 -0.1
H -9.080547 0.730661 -7.218217 0.2 0.1 0.1
```
Forces are in eV/Å.

Values from the calculation:
E_HOMO	-0.403	Eh
Kohn-Sham gap	8.31	eV
charge	+1
LUMO	-2.646	eV

Results of the Löwdin charge analysis, in e, for atoms 1 through 8: number 1, C, carries -0.0980; number 2, C, carries -0.2256; number 3, C, carries -0.2020; number 4, C, carries -0.2312; number 5, C, carries -0.4653; number 6, P, carries 0.6733; number 7, O, carries -0.3527; number 8, Cl, carries 0.3262

---

2.
C41H59MnNOP3S | the ωB97M-V functional and the def2-TZVPD basis

Geometry as XYZ:
```
107
Properties=species:S:1:pos:R:3:forces:R:3
Mn 0.009635 -0.475887 -0.156725 -0.1 0.9 -0.9
C 4.427707 1.105548 -2.427780 0.1 0.0 0.4
C 3.059554 0.471155 -2.150238 1.7 -1.0 0.8
C 2.095989 0.928032 -3.164347 -0.6 1.4 -0.7
P 2.285342 0.601684 -0.466522 0.0 0.2 0.4
C 3.675632 0.221009 0.662122 0.2 0.0 -0.5
C 3.912455 -1.290287 0.714765 0.3 -1.2 0.3
C 3.474293 0.752856 2.067980 1.5 0.5 -0.2
C 1.883605 2.350667 -0.139638 -0.1 -1.2 -0.4
C 2.870123 3.299832 -0.253464 2.3 0.0 -1.2
C 2.634694 4.640829 -0.305129 -0.4 1.9 0.6
C 3.659626 5.789346 -0.399098 -0.5 -0.8 -0.3
C 1.284540 5.024394 -0.146566 0.0 0.0 -0.1
C 0.266158 4.113193 0.058898 1.3 -1.5 -0.2
C 0.543632 2.691423 0.057954 -0.4 0.4 0.2
N -0.379988 1.658315 0.147399 -0.4 0.6 -0.1
C -1.721245 1.976298 0.407139 -0.5 -0.5 0.9
C -2.161879 2.844576 1.460812 -0.4 -1.0 -1.8
C -3.527502 2.948766 1.762354 0.8 0.2 -0.5
C -4.507996 2.247146 1.044076 0.0 0.1 -0.3
C -6.031180 2.280090 1.327721 2.0 -1.0 0.4
C -4.054558 1.454074 -0.030088 -0.3 1.3 1.5
C -2.720323 1.254813 -0.304130 0.5 -0.1 0.0
P -2.170327 0.023660 -1.543905 1.4 1.9 -0.7
C -1.982142 1.215676 -3.086864 -0.6 -1.8 0.0
C -1.468552 0.488852 -4.378542 -0.7 0.7 0.6
C -1.279842 2.512990 -2.797938 -0.4 1.2 -0.9
C -3.583073 -1.023859 -1.928088 -1.2 -0.3 -0.5
C -4.103467 -1.718965 -0.648525 0.0 1.2 0.0
C -3.244404 -2.096251 -3.013003 1.0 0.0 2.1
H 4.698261 0.722313 -3.396198 0.4 -0.2 -0.5
H 4.419612 2.187422 -2.557665 0.0 0.1 0.4
H 5.197185 0.752298 -1.719087 -0.2 0.5 -0.3
H 3.362775 -0.607985 -2.282928 -1.0 0.6 0.4
H 1.993149 2.054308 -3.042890 -0.1 -1.3 -0.4
H 2.458351 0.694145 -4.167853 0.0 0.2 -0.1
H 1.134848 0.451405 -3.044626 -0.5 0.0 0.0
H 4.512667 0.785989 0.182302 -0.2 -0.8 0.6
H 3.079809 -1.843003 1.256055 0.7 0.8 -0.7
H 4.042815 -1.773461 -0.275373 -0.2 0.3 0.3
H 4.842783 -1.553202 1.277195 -0.6 0.4 -0.3
H 2.520839 0.573958 2.498384 -1.0 -0.1 0.2
H 4.204594 0.231382 2.695328 0.0 0.2 0.1
H 3.707402 1.821941 2.077800 -0.2 -0.1 0.3
H 3.897215 2.955922 -0.509285 -0.6 0.2 0.6
H 4.693954 5.526774 -0.247389 0.3 -0.5 0.1
H 3.604081 6.321769 -1.335276 -0.1 -0.1 -0.7
H 3.432441 6.563535 0.306260 -0.2 0.2 0.8
H 1.051558 6.090501 -0.225293 -0.1 -0.3 0.2
H -0.728485 4.426453 0.185647 -1.0 0.5 0.0
H -1.397729 3.467381 1.886843 -0.1 0.1 0.7
H -3.750628 3.713463 2.487307 -0.5 -0.1 0.4
H -6.180043 1.736955 2.283551 -0.3 0.5 -0.4
H -6.445159 3.269146 1.345423 -0.2 0.4 0.1
H -6.457873 1.682823 0.535515 -0.6 0.0 -0.1
H -4.819318 1.094717 -0.665799 -0.6 -0.8 -0.6
H -3.029170 1.413836 -3.302695 -0.3 0.4 0.2
H -0.796704 -0.296573 -4.096161 0.5 -0.6 -0.1
H -2.300749 0.088885 -4.978810 0.3 0.0 0.3
H -0.946317 1.211359 -4.998813 0.2 0.0 -0.1
H -0.241744 2.454872 -2.509775 0.3 -0.3 0.1
H -1.338486 3.109725 -3.743095 0.2 -0.3 0.6
H -1.797767 3.130611 -2.061645 0.0 -0.2 0.1
H -4.407312 -0.384572 -2.308454 0.4 -0.2 0.1
H -3.314384 -2.243201 -0.122651 0.4 -0.2 0.0
H -4.515508 -0.949119 0.075541 0.0 -1.3 -0.9
H -4.790847 -2.474869 -1.015869 -0.6 0.0 0.5
H -2.677312 -2.864630 -2.467101 0.0 -0.1 -0.1
H -4.115044 -2.615703 -3.376895 -0.3 0.2 -0.5
H -2.535287 -1.744373 -3.742264 -0.3 0.2 -0.7
C -2.412035 -0.891196 2.672947 1.2 -0.4 0.9
P -0.748897 -1.421947 1.962423 -0.5 -0.4 1.7
C -0.816432 -3.251757 2.129157 -0.6 1.8 -0.5
C -0.934417 -3.930378 0.940487 0.2 -2.0 0.4
C -1.182411 -5.326049 0.994734 -0.1 0.1 -0.8
C -1.298593 -5.970716 2.207671 0.1 1.4 1.4
C -1.248008 -5.202625 3.404931 -0.4 -0.6 -0.2
C -1.064535 -3.839168 3.359377 0.2 -0.7 -0.2
C 0.377864 -0.913719 3.307101 0.5 -0.1 1.4
C 0.154657 0.330971 3.920153 0.8 0.1 -0.3
C 1.006956 0.778785 4.933290 -0.6 0.1 0.1
C 2.042566 0.001330 5.414816 0.5 -0.4 -0.1
C 2.281014 -1.237761 4.853699 -0.9 -1.5 -0.8
C 1.418448 -1.718942 3.862969 -0.5 0.7 -1.1
H -2.611720 0.142755 2.510066 0.1 1.0 -0.3
H -2.456636 -1.069185 3.772018 0.2 -0.1 -0.8
H -3.185561 -1.426926 2.183121 -0.7 -0.7 -0.5
H -0.746846 -3.430101 0.010263 -0.2 0.2 -0.3
H -1.325037 -5.912314 0.074068 0.2 0.4 0.4
H -1.451902 -7.018593 2.335611 -0.1 -0.6 -0.4
H -1.439326 -5.672915 4.374366 0.2 0.0 -0.4
H -1.100324 -3.244135 4.251832 0.1 0.1 0.3
H -0.605366 1.019570 3.558351 0.0 -0.2 0.0
H 0.804985 1.743283 5.382039 0.1 0.0 0.0
H 2.695670 0.306628 6.207929 0.0 0.5 0.3
H 3.022262 -1.992106 5.153318 0.0 0.9 0.3
H 1.596644 -2.708917 3.450767 -0.1 0.1 0.1
C 1.692405 -4.396906 -1.717342 -1.1 -0.2 1.3
S 0.604323 -3.217990 -2.549302 1.0 0.6 0.3
C 1.752033 -2.586692 -3.808293 -1.7 -1.5 -0.8
O 0.493886 -2.063699 -1.576479 -0.1 -0.3 0.2
H 2.543005 -3.833506 -1.319847 -0.2 -0.1 0.1
H 2.023833 -5.141526 -2.425906 0.0 -0.3 -0.2
H 1.067523 -4.877339 -0.868687 1.2 0.8 -1.4
H 1.683519 -3.408829 -4.573130 0.6 0.9 0.4
H 2.748175 -2.366085 -3.456501 0.1 0.0 0.2
H 1.203297 -1.724468 -4.201913 0.4 0.0 0.0
```
Forces are in eV/Å.

Values from the calculation:
E_HOMO (spin up / spin down)	-0.323 / -0.325	Eh
spin multiplicity	6
Kohn-Sham gap (spin up / spin down)	6.97 / 6.68	eV
<S²>	8.76
charge	+1
LUMO (spin up / spin down)	-1.816 / -2.156	eV

Results of the Löwdin charge analysis, in e, for atoms 1 through 8: number 1, Mn, carries 0.5091; number 2, C, carries -0.1038; number 3, C, carries -0.5618; number 4, C, carries -0.1454; number 5, P, carries 1.0617; number 6, C, carries -0.5545; number 7, C, carries -0.1237; number 8, C, carries -0.0974

---

Question: Which value of charge does entry 2 give?
Answer: +1

---

Question: Which value of charge does entry 2 give?
Answer: +1